No. 1
{
  "formula": "C35H35BrF3N5O10PS",
  "method": "ωB97M-V/def2-TZVPD",
  "species": ["Br", "S", "P", "F", "F", "F", "O", "O", "O", "O", "O", "O", "O", "O", "O", "O", "N", "N", "N", "N", "N", "C", "C", "C", "C", "C", "C", "C", "C", "C", "C", "C", "C", "C", "C", "C", "C", "C", "C", "C", "C", "C", "C", "C", "C", "C", "C", "C", "C", "C", "C", "C", "C", "C", "C", "C", "H", "H", "H", "H", "H", "H", "H", "H", "H", "H", "H", "H", "H", "H", "H", "H", "H", "H", "H", "H", "H", "H", "H", "H", "H", "H", "H", "H", "H", "H", "H", "H", "H", "H", "H"],
  "positions_angstrom": [[6.14, -1.82, -2.60], [1.22, -0.71, -0.88], [5.45, -1.33, -0.60], [7.76, -2.18, 0.29], [6.52, -1.29, 1.74], [7.54, -0.07, 0.39], [-1.43, 2.08, 0.63], [3.76, -4.84, 2.14], [-7.57, 5.03, 3.36], [4.92, 3.37, -2.49], [4.45, 5.31, -1.70], [-7.07, 3.15, 2.43], [2.34, -6.46, 1.96], [-5.57, -1.29, -4.40], [-7.49, -0.99, -3.47], [-2.22, 0.22, 1.38], [-6.71, -1.63, -4.16], [5.24, 4.45, -2.02], [2.81, -5.51, 2.55], [-2.22, 1.15, 0.59], [-6.78, 4.19, 3.00], [-3.22, 2.18, -1.40], [-5.09, 1.13, -2.50], [-4.16, 2.16, -2.42], [-6.33, -3.65, -5.50], [1.14, -4.47, 6.28], [2.18, -3.72, 5.76], [-2.68, 4.88, 3.77], [8.95, 4.03, -1.99], [-3.22, 1.15, -0.48], [2.73, -4.05, 4.53], [-8.50, -3.28, -4.50], [-7.20, -2.89, -4.74], [4.46, -2.70, 0.04], [-4.42, 3.51, 2.84], [7.60, 3.77, -2.20], [7.05, 5.93, -1.25], [2.19, -1.58, 0.38], [-5.08, 0.11, -1.56], [2.22, -5.14, 3.84], [1.18, -5.89, 4.35], [3.00, -2.67, -0.35], [0.64, -5.55, 5.57], [-6.79, -4.85, -6.03], [-4.14, 0.12, -0.54], [4.68, 0.27, -0.55], [9.34, 5.23, -1.42], [-8.95, -4.48, -5.03], [-5.35, 4.43, 3.26], [-3.08, 3.73, 3.10], [6.67, 4.72, -1.82], [-3.63, 5.80, 4.19], [-8.09, -5.26, -5.80], [-4.97, 5.58, 3.93], [8.40, 6.18, -1.05], [6.95, -1.20, 0.52], [-5.82, 1.12, -3.30], [-1.64, 5.05, 3.98], [0.79, -6.74, 3.80], [1.51, -2.06, 1.06], [2.80, -0.92, 0.97], [7.29, 2.84, -2.65], [-6.12, -5.46, -6.62], [-9.96, -4.80, -4.86], [4.57, -2.77, 1.11], [9.68, 3.30, -2.28], [4.93, -3.60, -0.34], [3.54, -3.47, 4.13], [5.42, 1.01, -0.82], [3.82, 0.35, -1.20], [-0.18, -6.14, 5.98], [-5.71, 6.30, 4.25], [2.84, -2.60, -1.42], [0.91, 0.51, -0.39], [-5.80, -0.69, -1.62], [6.31, 6.66, -0.97], [4.37, 0.51, 0.46], [-4.17, 2.96, -3.15], [-2.50, 2.98, -1.34], [-4.73, 2.61, 2.31], [2.56, -2.87, 6.31], [10.40, 5.43, -1.25], [-8.44, -6.20, -6.21], [2.59, -3.61, -0.03], [-4.13, -0.68, 0.19], [0.71, -4.21, 7.24], [-3.32, 6.70, 4.72], [8.71, 7.11, -0.60], [-9.16, -2.67, -3.91], [-2.34, 3.01, 2.77], [-5.32, -3.33, -5.68]],
  "mulliken_charge": [-0.14, -0.29, 0.75, -0.21, -0.21, -0.21, -0.62, -0.62, -0.60, -0.63, -0.58, -0.61, -0.58, -0.56, -0.59, -0.63, 1.02, 1.03, 1.02, 1.18, 1.02, -0.18, -0.25, -0.69, -0.28, -0.45, -0.51, -0.63, -0.51, -0.13, -0.24, -0.28, 0.09, -0.64, -0.36, -0.23, -0.42, -0.59, -0.40, 0.16, -0.41, -1.07, -0.45, -0.47, -0.41, -1.11, -0.43, -0.49, 0.04, -0.18, 0.09, -0.36, -0.42, -0.45, -0.42, 0.81, 0.42, 0.38, 0.46, 0.45, 0.37, 0.49, 0.37, 0.37, 0.36, 0.38, 0.51, 0.46, 0.33, 0.33, 0.38, 0.45, 0.52, 0.14, 0.37, 0.46, 0.52, 0.39, 0.48, 0.57, 0.38, 0.39, 0.38, 0.38, 0.47, 0.39, 0.38, 0.38, 0.44, 0.34, 0.43],
  "spin_multiplicity": 1,
  "charge": 1,
  "gap_ev": 7.52,
  "e_lumo_ev": -3.606,
  "e_homo_ha": -0.4090
}

No. 2
{
  "formula": "C35H35F2N2",
  "method": "ωB97M-V/def2-TZVPD",
  "species": ["F", "F", "N", "N", "C", "C", "C", "C", "C", "C", "C", "C", "C", "C", "C", "C", "C", "C", "C", "C", "C", "C", "C", "C", "C", "C", "C", "C", "C", "C", "C", "C", "C", "C", "C", "C", "C", "C", "C", "H", "H", "H", "H", "H", "H", "H", "H", "H", "H", "H", "H", "H", "H", "H", "H", "H", "H", "H", "H", "H", "H", "H", "H", "H", "H", "H", "H", "H", "H", "H", "H", "H", "H", "H"],
  "positions_angstrom": [[-1.90, -5.55, -6.97], [0.75, 0.24, -5.93], [-1.03, 2.82, 2.22], [1.20, 2.64, 2.19], [-0.97, -4.51, -5.04], [3.76, 4.08, 2.02], [-4.34, 1.90, 0.73], [2.40, 0.51, 1.91], [6.06, -0.30, 1.22], [-3.96, 0.58, 2.69], [-3.16, 2.62, 0.97], [-2.00, 0.92, 4.19], [-1.37, -6.92, -3.63], [0.05, 1.99, 0.15], [0.36, -1.63, -4.53], [3.65, 2.59, 1.88], [4.82, 1.86, 1.65], [1.51, 0.37, -3.69], [-1.53, -5.63, -5.64], [2.42, 1.92, 1.95], [0.87, -0.35, -4.70], [-0.53, 3.30, 3.42], [0.05, 2.48, 1.42], [-0.81, -5.82, -3.00], [1.14, -0.25, 2.15], [-2.77, 1.27, 2.95], [-0.58, -4.58, -3.67], [0.82, 3.18, 3.40], [4.80, 0.47, 1.50], [1.63, -0.24, -2.43], [-4.74, 0.86, 1.58], [-2.83, 3.80, 0.12], [-2.33, 2.25, 2.04], [-6.00, 0.07, 1.33], [-1.74, -6.84, -4.98], [3.58, -0.19, 1.65], [0.01, -3.55, -2.90], [0.47, -2.26, -3.25], [1.12, -1.51, -2.22], [-6.47, 0.39, 0.39], [-4.96, 2.17, -0.13], [2.13, 0.28, -1.61], [-1.53, -7.84, -3.08], [5.85, -1.36, 1.13], [0.39, -0.06, 1.37], [0.68, -0.05, 3.13], [2.79, 4.56, 2.17], [0.18, -3.81, -1.85], [1.89, 1.37, -3.87], [1.37, -1.32, 2.12], [-2.09, 1.69, 4.97], [-6.72, 0.20, 2.14], [-1.94, 3.65, -0.50], [-2.42, 0.00, 4.60], [-0.85, -3.60, -5.62], [-3.68, 3.97, -0.56], [-0.91, 1.91, -0.34], [1.54, 3.38, 4.18], [4.42, 4.34, 2.86], [-2.18, -7.69, -5.50], [-4.27, -0.21, 3.39], [4.23, 4.50, 1.12], [-5.78, -1.00, 1.26], [-0.11, -2.13, -5.36], [-0.94, 0.73, 4.01], [3.54, -1.28, 1.57], [-2.70, 4.72, 0.70], [5.77, 2.39, 1.56], [-1.19, 3.65, 4.19], [6.55, 0.04, 0.30], [6.80, -0.17, 2.02], [1.02, 1.88, -0.30], [1.21, -1.98, -1.24], [-0.52, -5.88, -1.95]],
  "mulliken_charge": [-0.29, -0.30, 0.46, 0.56, -0.60, -1.91, -0.96, 1.93, -1.53, -1.01, 0.61, -1.47, -0.55, -1.90, -0.61, 0.73, -0.71, -0.54, 0.15, -0.76, 0.08, -1.21, 0.98, -0.76, -1.10, 1.45, 1.14, -0.29, 0.73, -0.29, 0.50, -1.25, 0.00, -1.48, -0.43, -1.26, -0.33, 1.22, -0.80, 0.36, 0.28, 0.41, 0.40, 0.34, 0.38, -0.01, 0.37, 0.28, 0.50, 0.48, 0.31, 0.33, 0.29, 0.39, 0.58, 0.42, 0.37, 0.58, 0.37, 0.47, 0.36, 0.40, 0.33, 0.47, 0.14, 0.30, 0.28, 0.44, 0.64, 0.35, 0.35, 0.10, 0.37, 0.38],
  "spin_multiplicity": 1,
  "charge": 1,
  "e_above_lowest_ev": 3.0730,
  "gap_ev": 2.25,
  "e_lumo_ev": -6.225,
  "e_homo_ha": -0.3116
}

No. 3
{
  "formula": "C35H35N5O4PbS3Se",
  "method": "ωB97M-V/def2-TZVPD",
  "species": ["Pb", "Se", "S", "S", "S", "O", "O", "O", "O", "N", "N", "N", "N", "N", "C", "C", "C", "C", "C", "C", "C", "C", "C", "C", "C", "C", "C", "C", "C", "C", "C", "C", "C", "C", "C", "C", "C", "C", "C", "C", "C", "C", "C", "C", "C", "C", "C", "C", "C", "H", "H", "H", "H", "H", "H", "H", "H", "H", "H", "H", "H", "H", "H", "H", "H", "H", "H", "H", "H", "H", "H", "H", "H", "H", "H", "H", "H", "H", "H", "H", "H", "H", "H", "H"],
  "positions_angstrom": [[11.32, 10.76, 10.16], [17.69, 11.96, 13.02], [10.11, 12.09, 15.12], [10.42, 15.55, 12.06], [10.02, 9.79, 8.01], [9.66, 13.38, 7.73], [9.03, 15.17, 12.14], [11.43, 12.82, 9.01], [11.33, 15.25, 13.13], [11.62, 11.88, 13.06], [11.49, 9.92, 5.84], [11.03, 14.98, 10.67], [12.98, 17.45, 5.89], [12.40, 8.51, 7.54], [12.28, 16.18, 9.04], [13.11, 16.85, 6.86], [6.82, 11.61, 11.01], [13.55, 8.18, 6.69], [13.46, 6.80, 6.03], [9.58, 17.87, 10.86], [10.01, 14.62, 9.65], [12.46, 12.05, 14.18], [9.74, 11.04, 4.53], [10.84, 19.50, 12.72], [11.47, 9.32, 7.10], [12.36, 15.48, 10.34], [10.35, 11.92, 13.39], [14.34, 14.26, 9.13], [9.29, 11.42, 11.15], [6.81, 12.13, 12.28], [14.55, 12.42, 15.31], [11.79, 12.16, 15.42], [13.84, 12.59, 16.50], [10.87, 11.18, 5.51], [8.06, 11.40, 10.41], [10.01, 20.04, 11.76], [13.82, 13.78, 11.44], [14.25, 15.09, 8.11], [13.19, 16.06, 8.06], [9.68, 21.51, 11.80], [11.00, 18.13, 12.80], [13.84, 12.13, 14.16], [12.47, 12.51, 16.60], [9.20, 11.87, 12.46], [9.47, 19.21, 10.76], [10.42, 13.49, 8.68], [7.96, 12.29, 13.00], [10.36, 17.33, 11.87], [13.48, 14.44, 10.32], [15.64, 12.51, 15.24], [9.61, 21.94, 10.80], [10.42, 22.12, 12.32], [7.91, 12.68, 13.97], [11.93, 12.71, 17.50], [11.44, 16.87, 8.83], [8.14, 10.97, 9.41], [15.06, 13.46, 9.16], [10.54, 11.72, 6.37], [8.75, 19.63, 10.05], [8.93, 10.40, 4.95], [11.60, 11.82, 5.01], [9.37, 12.08, 4.38], [8.69, 21.60, 12.22], [13.12, 6.01, 6.68], [14.37, 11.89, 13.26], [12.83, 6.81, 5.13], [14.44, 6.39, 5.79], [13.83, 8.93, 5.95], [9.20, 14.19, 10.24], [14.58, 13.01, 11.42], [10.00, 10.61, 3.60], [14.43, 12.87, 17.37], [11.24, 20.17, 13.49], [11.61, 17.67, 13.53], [14.41, 8.13, 7.37], [14.89, 15.03, 7.26], [12.29, 9.63, 5.28], [13.37, 13.96, 12.44], [12.66, 16.19, 11.16], [17.35, 11.32, 14.18], [5.90, 12.44, 12.78], [9.04, 17.24, 10.17], [5.93, 11.39, 10.42], [9.69, 15.42, 9.01]],
  "mulliken_charge": [0.76, -0.87, -0.44, 1.73, -0.50, -0.79, -0.79, -0.59, -0.74, 0.10, -0.07, 0.91, -0.62, -0.46, -0.93, -0.34, -0.96, -0.49, -1.15, -0.61, -1.22, -0.92, -1.35, -0.94, 0.41, 0.86, 0.19, -0.93, -0.67, -0.70, -0.64, 1.03, -0.38, 0.60, 0.23, 0.99, -0.88, -0.95, 0.72, -1.41, -0.20, 0.17, -0.88, 1.60, -1.00, 0.44, -1.18, -0.20, 0.38, 0.18, 0.37, 0.38, 0.53, 0.43, 0.31, 0.24, 0.52, -0.58, 0.32, 0.22, 0.35, 0.36, 0.29, 0.30, 0.47, 0.25, 0.40, 0.33, 0.81, 0.07, 0.42, 0.34, 0.28, 0.65, 0.34, 0.43, 0.21, 0.11, 0.82, -0.07, 0.35, 0.54, 0.38, 0.33],
  "spin_multiplicity": 1,
  "charge": -2,
  "e_above_lowest_ev": 0.0000,
  "gap_ev": 4.81,
  "e_lumo_ev": 3.448,
  "e_homo_ha": -0.0502
}